Formula: C12H15N3O2S
Source: OMol25
Level of theory: ωB97M-V with the def2-TZVPD basis set

CARTESIAN COORDINATES (ANGSTROEM)
S 0.2878 -3.2933 1.7968
O -1.2190 3.9415 -0.5086
O -1.6271 1.2191 1.5337
N -0.3734 -2.2741 -0.4632
N -0.7809 -0.8356 1.3760
N 0.1032 -3.4810 -0.7406
C -1.4153 0.3181 -0.6951
C -0.7978 2.7301 -0.9295
C -1.8302 1.6917 -1.2228
C 0.5629 2.7113 -0.9952
C 0.4911 -4.1606 0.2697
C 1.0710 -5.5221 0.2127
C -0.3601 -1.9880 0.7931
C -0.3233 6.1029 0.1807
C -0.1267 4.7084 -0.2966
C 0.9983 3.9966 -0.5831
C -1.3019 0.3197 0.8017
C 2.5225 -5.5289 0.6932
H 1.1862 1.8948 -1.2990
H -0.9193 6.6703 -0.5334
H 2.5839 -5.1894 1.7252
H -2.1457 -0.4418 -0.9811
H 1.0115 -5.8636 -0.8215
H -2.7620 2.0070 -0.7506
H 0.6408 6.5868 0.3044
H 2.0108 4.3384 -0.5102
H 3.1286 -4.8719 0.0741
H -0.4617 0.0093 -1.1233
H -0.8501 6.1050 1.1341
H 2.9288 -6.5350 0.6340
H 0.4768 -6.1922 0.8392
H -1.9961 1.6203 -2.3016
H -0.7136 -0.7937 2.3868

The HOMO-LUMO gap comes out at 8.38 eV. The SMILES is CCc1nnc(NC(=O)CCc2ccc(C)o2)s1.

=====

Formula: C12H16AlClPr
Source: OMol25
Level of theory: ωB97M-V with the def2-TZVPD basis set

CARTESIAN COORDINATES (ANGSTROEM)
Pr -0.4730 1.6257 0.3146
Cl -0.3648 0.6908 -2.2262
Al -0.9484 2.2809 -3.8196
C -2.4296 1.2645 -4.6980
C 1.6013 -3.8810 4.4131
C -0.2483 -0.4089 1.4514
C -0.5274 -3.2362 5.3543
C -1.4028 3.9680 -3.0365
C 0.6835 -3.9308 5.4725
C -0.0495 -1.3458 2.2581
C 0.6600 2.2728 -4.9677
C 1.8614 1.7255 0.2768
C 1.3650 -3.1039 3.2797
C 0.1592 -2.3607 3.1998
C -0.8094 -2.5037 4.2128
H -3.1604 0.8856 -3.9601
H 2.4769 1.7681 1.1829
H -2.9829 1.9180 -5.3914
H 1.5885 2.3650 -4.3882
H -1.7483 -1.9597 4.1336
H 2.1092 0.8115 -0.2980
H -1.3062 -3.3164 6.1093
H 0.7303 1.3749 -5.5910
H 2.1004 -3.0393 2.4717
H 2.1660 2.5878 -0.3367
H 2.5216 -4.4561 4.4775
H -2.0319 0.4184 -5.2821
H 0.6179 3.1390 -5.6407
H -2.3863 4.2057 -2.5949
H -0.6746 4.7489 -2.7515
H 0.9026 -4.5087 6.3745

As for the spin multiplicity: 3. The HOMO-LUMO gap (alpha / beta) comes out at 3.74 / 3.62 eV. As for the charge: -1.

=====

Formula: C12H16Br2NO3
Source: OMol25
Level of theory: ωB97M-V with the def2-TZVPD basis set

CARTESIAN COORDINATES (ANGSTROEM)
Br 3.7770 2.9159 -0.9128
Br 2.4911 -1.3356 0.4751
O -2.9565 0.5576 1.6627
O -2.7962 -1.2422 0.1122
O -1.4130 -1.6756 -2.2146
N 1.4155 1.4067 -0.1308
C 4.9676 -0.0195 -0.2256
C 0.9589 1.5696 1.1164
C 2.8588 1.3647 -0.3236
C -1.5782 -1.9520 0.2277
C -0.7268 1.2759 -1.0430
C -0.3831 1.5756 1.3463
C -3.2939 -0.7858 1.3387
C -2.7185 1.3904 0.5455
C 0.6266 1.2817 -1.2001
C -1.2276 1.4224 0.2457
C 3.4854 0.2100 -0.0970
C -1.2923 -2.6061 -1.1348
H -0.7073 -1.3193 0.4660
H -0.2687 -3.0067 -1.1732
H -1.4195 1.1590 -1.8693
H 5.1472 -0.7117 -1.0559
H -0.5341 -1.3244 -2.3851
H 1.0906 1.1479 -2.1723
H 5.2821 -0.5555 0.6803
H -2.8542 -1.4145 2.1292
H -2.9808 2.4104 0.8702
H 1.6304 1.6606 1.9643
H -1.9726 -3.4445 -1.3135
H -4.3768 -0.9561 1.3979
H -0.7970 1.6914 2.3411
H 5.5391 0.9040 -0.2963
H -1.6340 -2.7723 0.9586
H -3.3391 1.1778 -0.3299

The HOMO-LUMO gap comes out at 8.87 eV. As for the charge: +1. The SMILES is C/C(Br)=C(\Br)[n+]1ccc(COCOCCO)cc1.

=====

Formula: C12H16Cl2
Source: OMol25
Level of theory: ωB97M-V with the def2-TZVPD basis set

CARTESIAN COORDINATES (ANGSTROEM)
Cl 1.0571 1.6658 -2.0156
Cl 0.3675 -2.2683 -0.2967
C 0.5090 -0.9374 -1.5004
C -2.7322 1.0701 1.4558
C 0.9642 -1.4863 -2.7968
C 1.3754 0.1759 -1.0597
C 1.7363 0.0345 1.4586
C -0.2721 1.4312 0.8906
C -1.3301 0.4997 1.5771
C 2.2512 -1.3926 -3.1735
C 0.9730 0.6345 0.5750
C -3.8521 0.1973 2.1179
C 3.2249 -0.8721 -2.2090
C 2.8449 -0.1734 -1.1483
H 3.5856 0.3486 -0.6159
H -1.0746 0.3408 2.5835
H -4.4293 -0.6367 1.6250
H 0.1509 2.2345 1.5593
H -4.7206 0.6969 2.4374
H 0.3630 -1.9709 -3.4475
H 1.4450 0.2244 2.4247
H -2.9359 1.9645 1.9894
H -0.6695 -0.6915 -1.6400
H 2.6640 -1.9661 -3.9008
H -3.0840 1.3012 0.4565
H -0.6349 1.7510 -0.0218
H -3.4526 -0.1415 2.9957
H -1.1379 -0.3685 0.8649
H 4.3026 -1.1647 -2.2578
H 2.5113 -0.5010 1.0724

The HOMO-LUMO gap comes out at 9.10 eV. The SMILES is C=C(CCCC)[C@@]1(Cl)C=CC=C[C@H]1Cl.